No. 1
Density functional theory data (ωB97M-V/def2-TZVPD) for a 2-piece molecular cluster, C5H10O overall.

Last column: Mulliken charge in e.
CARTESIAN COORDINATES (ANGSTROEM)
C 0.12 -0.49 -0.84  -0.763
C 0.53 -0.42 0.63  -0.815
C -0.07 0.75 -0.05  0.679
C -1.15 1.72 0.21  -0.597
C 0.24 2.19 -0.19  -0.573
H -0.75 -1.07 -1.11  0.300
H 0.92 -0.50 -1.59  0.255
H -0.07 -0.96 1.36  0.308
H 1.59 -0.40 0.87  0.258
H -1.46 1.88 1.24  0.236
H -1.95 1.82 -0.52  0.235
H 0.36 2.60 -1.19  0.234
H 0.85 2.66 0.58  0.236
O 0.48 -3.60 0.21  -0.669
H 0.80 -2.73 -0.08  0.362
H -0.43 -3.43 0.47  0.317

Results
HOMO-LUMO gap = 11.31 eV
E_LUMO = 0.942 eV
energy above the lowest of the compared OMol25 structures with the same formula, charge and spin = 49.1 kcal per mole

No. 2
Density functional theory data (ωB97M-V/def2-TZVPD) for a 2-piece molecular cluster, C5H10O overall.

Last column: Mulliken charge in e.
CARTESIAN COORDINATES (ANGSTROEM)
C 1.45 0.97 0.47  -0.895
C 0.91 0.11 1.34  0.133
C -0.48 0.25 1.90  -1.053
H 2.47 0.86 0.12  0.279
H 0.88 1.82 0.09  0.306
H 1.50 -0.73 1.69  0.328
H -0.96 -0.73 2.03  0.291
H -0.45 0.72 2.89  0.320
H -1.11 0.86 1.25  0.280
C -0.86 -1.11 -1.39  -0.900
C -0.27 0.10 -2.06  0.185
O -0.60 1.24 -1.84  -0.469
H -0.07 -1.69 -0.91  0.268
H -1.60 -0.80 -0.64  0.212
H -1.34 -1.75 -2.14  0.378
H 0.53 -0.13 -2.80  0.337

Results
HOMO-LUMO gap = 10.70 eV
E_LUMO = 1.093 eV
energy above the lowest of the compared OMol25 structures with the same formula, charge and spin = 30.0 kcal per mole

No. 3
Density functional theory data (ωB97M-V/def2-TZVPD) for the molecule C5H10O.

Last column: Mulliken charge in e.
CARTESIAN COORDINATES (ANGSTROEM)
C 2.10 0.15 0.04  -1.106
C 0.81 -0.25 -0.68  -0.549
C -0.45 -0.17 0.19  0.786
O -0.39 -1.00 1.32  -0.569
C -1.35 0.98 0.53  -0.645
C -1.79 -0.04 -0.49  -0.803
H 2.98 -0.01 -0.59  0.356
H 2.22 -0.42 0.96  0.279
H 2.06 1.21 0.31  0.290
H 0.89 -1.30 -1.01  0.271
H 0.68 0.33 -1.60  0.316
H -0.38 -1.92 1.03  0.364
H -1.86 0.88 1.49  0.243
H -1.10 1.98 0.23  0.254
H -2.56 -0.74 -0.19  0.241
H -1.85 0.31 -1.52  0.274

Results
HOMO-LUMO gap = 10.68 eV
E_LUMO = 1.027 eV
energy above the lowest of the compared OMol25 structures with the same formula, charge and spin = 27.0 kcal per mole

No. 4
Density functional theory data (ωB97M-V/def2-TZVPD) for C5H10O as an isolated structure.

Last column: Mulliken charge in e.
CARTESIAN COORDINATES (ANGSTROEM)
C -0.38 1.23 -1.46  -0.837
C -1.00 -0.21 -1.69  -0.234
C -0.15 -1.22 -0.78  -0.477
C 0.54 -0.94 0.39  -0.097
C 0.21 0.45 2.44  -0.633
H -1.04 1.88 -2.11  0.349
H -0.37 1.60 -0.13  0.171
H 0.88 1.26 -1.96  0.201
H -2.23 -0.20 -1.45  0.251
H -0.87 -0.58 -2.85  0.224
H -0.17 -2.25 -0.82  0.365
H 1.18 -1.67 1.04  0.300
H -1.21 0.18 2.60  0.265
H 0.92 -0.39 3.63  0.268
H 0.37 1.53 2.73  0.284
O 0.90 0.35 0.74  -0.400

Results
HOMO-LUMO gap = 8.39 eV
E_LUMO = -0.292 eV
energy above the lowest of the compared OMol25 structures with the same formula, charge and spin = 224.3 kcal per mole

No. 5
Density functional theory data (ωB97M-V/def2-TZVPD) for C5H10O as an isolated structure.

Last column: Mulliken charge in e.
CARTESIAN COORDINATES (ANGSTROEM)
C 0.80 -1.49 -0.86  -1.110
C -0.11 -0.29 -1.09  -0.302
C 0.26 0.78 -0.11  -0.303
C -0.74 1.94 0.77  -0.878
C -0.17 0.67 1.30  -0.013
O -1.15 -0.32 1.54  -0.526
H 0.71 -1.86 0.17  0.286
H 1.85 -1.24 -1.03  0.312
H 0.54 -2.32 -1.53  0.329
H 0.00 0.07 -2.13  0.328
H -1.16 -0.56 -0.94  0.269
H 1.27 1.17 -0.19  0.479
H -0.23 2.12 -0.29  0.255
H -1.81 1.77 0.58  0.228
H 0.60 0.68 2.07  0.318
H -0.67 -1.14 1.75  0.327

Results
HOMO-LUMO gap = 9.00 eV
E_LUMO = 0.828 eV
energy above the lowest of the compared OMol25 structures with the same formula, charge and spin = 90.1 kcal per mole

No. 6
Density functional theory data (ωB97M-V/def2-TZVPD) for the molecule C5H10O.

Last column: Mulliken charge in e.
CARTESIAN COORDINATES (ANGSTROEM)
C -1.58 0.98 -1.24  -1.130
C -0.81 0.60 0.03  0.509
O -1.53 0.37 0.97  -0.542
C 0.66 0.11 0.08  0.568
C 0.50 -1.36 -0.35  -1.391
C 1.26 0.18 1.49  -1.404
H -2.14 1.91 -1.10  0.362
H -0.94 1.02 -2.12  0.306
H -2.33 0.19 -1.37  0.297
H 1.34 0.62 -0.62  0.312
H 0.12 -1.44 -1.37  0.341
H -0.23 -1.84 0.32  0.330
H 1.44 -1.92 -0.29  0.401
H 0.58 -0.27 2.22  0.297
H 1.46 1.21 1.81  0.351
H 2.21 -0.36 1.54  0.393

Results
HOMO-LUMO gap = 10.50 eV
E_LUMO = 1.033 eV
energy above the lowest of the compared OMol25 structures with the same formula, charge and spin = 7.2 kcal per mole

No. 7
Density functional theory data (ωB97M-V/def2-TZVPD) for the molecule C5H10O.

Last column: Mulliken charge in e.
CARTESIAN COORDINATES (ANGSTROEM)
C 2.08 -0.07 0.07  -1.250
C 0.76 0.45 -0.46  0.524
O 0.80 1.42 -1.19  -0.567
C -0.60 -0.16 -0.14  0.531
C -1.62 0.86 -0.87  -1.092
C -0.60 -0.90 1.28  -1.190
H 2.34 0.46 0.99  0.299
H 2.12 -1.14 0.25  0.314
H 2.81 0.22 -0.69  0.390
H -0.73 -1.01 -0.81  0.160
H -1.71 0.51 -1.91  0.292
H -1.29 1.91 -1.01  0.287
H -2.61 0.88 -0.43  0.346
H 0.15 -0.54 1.99  0.300
H -0.34 -1.97 1.14  0.315
H -1.56 -0.91 1.81  0.341

Results
HOMO-LUMO gap = 10.36 eV
E_LUMO = 0.867 eV
energy above the lowest of the compared OMol25 structures with the same formula, charge and spin = 24.6 kcal per mole

No. 8
Density functional theory data (ωB97M-V/def2-TZVPD) for a 2-piece molecular cluster, C5H10O overall.

Last column: Mulliken charge in e.
CARTESIAN COORDINATES (ANGSTROEM)
C 1.56 -0.95 0.04  -1.476
C 0.37 -0.05 0.35  0.507
C 0.45 1.46 -0.01  -0.697
C -0.87 1.36 -0.82  -0.414
C -0.82 -0.15 -0.61  0.166
O -1.42 -1.08 -1.07  -0.566
H 1.31 -2.00 0.22  0.335
H 1.85 -0.85 -1.01  0.350
H 2.42 -0.69 0.66  0.372
H 0.04 -0.21 1.39  0.367
H 0.44 2.15 0.83  0.282
H 1.32 1.69 -0.64  0.275
H -1.73 1.82 -0.34  0.230
H -0.84 1.68 -1.87  0.274
H -2.11 -2.11 1.81  0.192
H -1.99 -2.04 1.08  -0.198

Results
HOMO-LUMO gap = 10.47 eV
E_LUMO = 0.994 eV
energy above the lowest of the compared OMol25 structures with the same formula, charge and spin = 38.7 kcal per mole